The following is a quantum chemistry calculation of the molecule C12H24N2O3, from the OMol25 dataset.

XYZ file:
```
41
Properties=species:S:1:pos:R:3:forces:R:3:nbo_charge:R:1
C -0.5074 -1.8331 4.8170 0.3 0.0 -0.2 -0.61
C 0.6751 -1.5240 3.8966 -0.1 0.0 0.3 -0.02
C 1.5607 -0.4300 4.5087 -0.1 -0.3 -0.2 -0.64
N 0.2002 -1.2486 2.5472 0.0 -0.1 -0.1 -0.46
C -0.4937 0.0123 2.3688 -0.3 0.0 -0.1 -0.23
C -1.2586 -0.0101 1.0478 0.5 0.2 0.0 -0.41
C -0.2931 -0.2308 -0.1206 -0.5 -0.5 0.4 0.42
C 0.5208 -1.5055 0.1548 0.2 0.4 0.1 -0.44
C 1.2051 -1.4028 1.5160 0.0 -0.2 -0.2 -0.22
N -1.0323 -0.3099 -1.3864 0.0 0.0 -0.1 -0.65
C -0.4178 0.6123 -2.3365 0.1 0.5 -0.2 0.03
C -0.0878 -0.0537 -3.6796 -0.3 -0.2 0.3 -0.06
O 0.7588 0.7200 -4.4813 0.3 0.4 -0.2 -0.73
C -1.3992 1.7835 -2.5273 -0.2 -0.6 0.4 -0.06
O -0.8699 2.7190 -3.4473 0.1 0.3 -0.2 -0.75
C 0.8479 1.0867 -1.5984 0.1 -0.2 -0.5 -0.08
O 0.5500 0.9028 -0.2368 -0.2 0.0 0.3 -0.54
H -0.1495 -2.2884 5.7370 0.0 0.0 0.2 0.21
H -1.0540 -0.9306 5.0772 -0.1 0.1 0.1 0.20
H -1.1863 -2.5227 4.3235 -0.1 -0.1 0.0 0.22
H 1.2740 -2.4398 3.8132 -0.1 0.1 0.0 0.19
H 2.3947 -0.1987 3.8503 0.1 0.1 0.0 0.21
H 0.9881 0.4783 4.6794 0.0 0.1 0.0 0.20
H 1.9592 -0.7698 5.4613 0.1 0.0 0.1 0.21
H -1.1990 0.1516 3.1882 0.0 0.1 0.0 0.20
H 0.2033 0.8660 2.3459 0.0 0.0 0.1 0.18
H -1.7831 0.9332 0.9005 0.0 0.0 -0.1 0.21
H -1.9836 -0.8229 1.0482 0.0 0.0 0.0 0.21
H -0.1580 -2.3595 0.1544 0.0 -0.1 0.0 0.21
H 1.2708 -1.6429 -0.6271 0.0 0.0 -0.1 0.21
H 1.7733 -2.3169 1.7070 0.0 0.1 0.0 0.20
H 1.9072 -0.5517 1.4870 0.0 -0.1 0.0 0.17
H -1.0487 -1.2592 -1.7385 0.1 0.0 0.0 0.37
H 0.4405 -0.9968 -3.5026 -0.1 0.0 0.1 0.18
H -1.0305 -0.2792 -4.2038 0.1 -0.1 0.1 0.16
H 0.3903 1.6147 -4.5066 0.0 -0.1 -0.1 0.49
H -1.5658 2.2467 -1.5476 0.0 0.0 0.0 0.17
H -2.3545 1.3799 -2.8883 0.1 0.0 0.1 0.17
H -1.4686 3.4702 -3.5033 0.1 0.0 -0.1 0.48
H 1.0664 2.1412 -1.7631 0.0 -0.1 0.0 0.21
H 1.7156 0.4868 -1.9055 -0.1 0.1 0.0 0.17
```
Forces are in eV/Å.

Calculated total energy in eV: -21955.934
Spin multiplicity: 1
E_HOMO in eV: -8.31
SMILES: CC(C)N1CCC2(CC1)NC(CO)(CO)CO2
Relative energy (zero: lowest compared OMol25 entry of this formula, charge and spin) in kJ/mol: 171.21
F_max in eV Å⁻¹: 0.77
LUMO level in eV: 0.63